No. 1
C20H46B2Br16NO3P | ωB97M-V/def2-TZVPD

The geometry in XYZ format:
```
89
Properties=species:S:1:pos:R:3:forces:R:3
C 0.632 -3.021 0.356 -1.079 0.691 -0.659
C 1.452 -1.762 -0.099 0.344 0.004 0.543
C 0.825 -0.383 0.375 1.906 -0.395 0.959
O -0.543 -0.483 0.820 -0.645 0.290 -2.428
B -1.504 -0.335 -0.182 -0.227 0.677 2.485
C -3.052 -0.317 0.314 -0.360 -0.709 -0.255
B -3.183 -1.630 1.230 -0.237 0.188 -0.953
O -2.759 -1.623 2.640 3.078 2.581 -3.861
O -3.682 -2.869 0.611 3.101 3.278 -1.896
P -1.223 -0.204 -2.080 -0.577 -1.300 -1.303
N -2.164 -1.298 -2.801 0.246 0.347 1.126
H -0.246 -3.108 -0.350 0.757 -0.089 0.673
H 1.184 -3.986 0.278 -0.239 0.883 0.220
H 0.170 -2.855 1.368 0.777 -0.388 -0.746
H 1.572 -1.769 -1.211 -0.018 -0.105 0.852
H 2.486 -1.821 0.366 -1.261 0.182 -0.743
H 1.421 -0.080 1.281 -0.798 -0.145 -0.754
H 1.005 0.439 -0.367 -0.537 -0.792 0.553
H -3.321 0.624 0.854 0.535 -0.659 -0.256
H -3.702 -0.401 -0.594 0.412 0.059 0.797
H -1.842 -1.975 2.609 -0.262 0.673 0.425
H -2.981 -3.519 0.814 -0.830 -0.173 -0.360
H 0.152 -0.506 -2.371 -0.359 0.855 0.046
H -1.514 1.121 -2.562 0.715 -0.500 0.457
H -2.675 -1.779 -2.046 0.035 0.020 -0.620
Br -3.957 -3.364 2.871 -4.651 -4.631 5.971
C -5.490 -4.184 3.795 0.443 -0.802 -0.460
C -6.269 -3.145 4.553 -0.102 -0.195 0.108
Br -5.363 -2.644 6.208 -0.048 0.101 0.007
H -5.102 -4.980 4.429 -0.271 0.055 0.096
H -6.103 -4.624 3.007 -0.156 0.032 0.179
H -7.234 -3.542 4.867 0.034 0.036 -0.029
H -6.426 -2.228 3.988 0.104 -0.076 0.009
Br 0.596 3.288 -1.118 0.175 0.079 0.201
C 2.393 3.784 -1.679 -0.209 0.045 -0.171
C 3.222 2.569 -2.006 0.207 0.036 0.126
Br 3.837 1.671 -0.389 -0.007 -0.078 -0.071
H 2.817 4.393 -0.882 0.011 -0.150 0.010
H 2.253 4.401 -2.567 0.022 -0.114 -0.020
H 4.131 2.856 -2.535 -0.083 0.037 -0.002
H 2.684 1.829 -2.595 -0.015 0.107 0.035
Br 2.565 -6.017 -2.180 0.081 0.055 -0.010
C 4.205 -6.217 -1.147 -0.218 -0.201 -0.044
C 4.185 -5.346 0.082 0.301 0.152 0.079
Br 4.537 -3.485 -0.370 0.016 -0.167 0.234
H 5.032 -5.994 -1.818 -0.054 0.081 0.094
H 4.240 -7.271 -0.870 -0.001 0.075 0.043
H 4.984 -5.629 0.766 -0.038 -0.047 -0.072
H 3.235 -5.371 0.611 0.045 -0.056 -0.102
Br 2.424 4.233 2.406 -0.073 0.030 -0.129
C 0.921 5.455 2.618 0.275 0.041 0.144
C -0.143 4.867 3.509 -0.284 0.027 -0.136
Br -1.199 3.529 2.566 0.061 -0.053 0.080
H 0.562 5.692 1.619 -0.052 -0.094 0.088
H 1.346 6.351 3.070 -0.071 -0.052 0.021
H -0.858 5.633 3.809 0.083 0.004 -0.040
H 0.260 4.385 4.397 0.047 0.043 -0.110
Br 4.176 -2.683 -3.845 0.088 0.075 -0.121
C 5.990 -2.182 -4.348 -0.313 0.026 -0.158
C 6.843 -3.396 -4.616 0.248 0.034 0.088
Br 7.405 -4.253 -2.960 -0.040 -0.048 -0.081
H 6.378 -1.552 -3.551 0.047 -0.126 -0.040
H 5.879 -1.587 -5.255 0.075 -0.071 0.018
H 7.768 -3.111 -5.116 -0.070 0.029 0.025
H 6.334 -4.154 -5.208 -0.039 0.110 0.061
Br -10.331 -2.847 5.727 -0.024 0.056 0.046
C -9.301 -1.990 7.144 0.138 -0.050 -0.267
C -8.846 -2.994 8.172 -0.029 0.116 0.271
Br -10.305 -3.502 9.360 0.027 -0.063 -0.064
H -9.927 -1.203 7.558 0.032 -0.127 0.046
H -8.445 -1.542 6.640 0.018 -0.077 0.090
H -8.088 -2.560 8.822 -0.022 0.024 -0.102
H -8.459 -3.912 7.735 -0.040 0.116 -0.046
Br 0.501 6.163 -3.971 0.016 0.021 -0.160
C -1.310 5.977 -4.666 0.071 0.228 0.152
C -2.162 5.153 -3.735 -0.179 -0.227 -0.133
Br -1.756 3.256 -3.905 -0.140 0.253 -0.162
H -1.228 5.551 -5.663 -0.019 -0.044 0.119
H -1.692 6.995 -4.740 -0.010 -0.069 0.046
H -3.216 5.243 -3.996 0.077 0.042 -0.035
H -2.028 5.416 -2.688 0.077 0.012 -0.101
Br 4.281 4.967 -5.428 0.055 0.008 0.047
C 5.945 4.752 -4.437 -0.252 -0.191 -0.017
C 5.959 5.606 -3.195 0.288 0.173 0.031
Br 6.302 7.474 -3.622 -0.106 -0.062 0.039
H 6.755 4.982 -5.125 -0.041 0.051 0.115
H 5.986 3.695 -4.176 0.034 0.067 0.033
H 6.775 5.310 -2.536 -0.045 -0.040 -0.064
H 5.022 5.574 -2.643 0.035 -0.038 -0.104
```
Forces are in eV/Å.

multiplicity = 1
calculated total energy = -42645.36281 hartree
LUMO level = 0.01 eV
ΔE to the lowest compared entry with this formula, charge and spin = 2.5183 eV
HOMO = -0.299 Eh

---

No. 2
C20H46Br8N2O4 | ωB97M-V/def2-TZVPD

The geometry in XYZ format:
```
80
Properties=species:S:1:pos:R:3:forces:R:3
C 0.869 1.175 4.408 -0.291 -0.633 1.232
O 1.422 0.204 3.555 0.505 0.027 -0.289
C 2.453 -0.581 4.145 0.397 -1.326 -1.703
C 3.176 -1.301 2.996 -0.188 -0.667 0.917
N 4.365 -2.012 3.521 2.320 0.289 -1.667
C 5.124 -2.675 2.371 0.490 2.241 0.561
C 6.566 -3.232 2.758 -3.854 -1.266 1.071
O 6.968 -4.037 1.686 1.719 0.087 -0.383
C 8.417 -3.979 1.471 -1.951 0.686 0.677
H 1.274 2.187 4.382 0.520 -0.016 -0.515
H 1.041 0.788 5.412 -0.360 0.381 0.410
H -0.207 1.260 4.254 -0.016 -0.167 -0.187
H 2.090 -1.483 4.637 -0.587 0.738 1.394
H 3.251 -0.021 4.632 -0.468 0.181 0.567
H 3.315 -0.478 2.295 1.019 -0.566 -0.485
H 2.543 -2.084 2.579 -0.606 0.406 -0.510
H 4.208 -2.846 4.067 -1.165 0.405 0.606
H 5.298 -1.910 1.615 -0.073 0.155 -0.094
H 4.389 -3.347 1.928 0.767 -0.916 -0.210
H 6.323 -3.888 3.594 0.097 -0.617 0.381
H 7.212 -2.545 3.304 0.473 0.689 -1.239
H 8.938 -4.402 2.330 0.142 -0.297 -0.126
H 8.573 -2.900 1.481 0.937 -0.056 -0.579
H 8.625 -4.491 0.531 0.121 0.223 0.207
C 2.365 2.186 0.945 -0.299 0.574 0.815
O 1.190 2.709 0.362 0.652 0.645 -0.170
C 0.011 2.040 0.740 0.253 0.770 -0.440
C -0.193 0.905 -0.169 -0.789 -1.466 0.122
N -0.728 1.298 -1.460 0.126 -0.777 -1.990
C -1.081 0.278 -2.540 -1.263 0.489 -0.523
C -2.621 0.119 -2.673 0.562 -0.899 2.156
O -3.010 -0.894 -3.573 -0.474 0.011 -1.435
C -3.476 -0.467 -4.873 0.500 0.340 0.645
H 2.195 2.170 2.022 0.299 -0.045 0.293
H 3.181 2.877 0.735 -0.057 -0.176 -0.204
H 2.642 1.165 0.681 -0.141 -0.111 -0.488
H -0.820 2.733 0.614 0.041 0.142 0.391
H 0.065 1.592 1.732 0.152 0.536 0.415
H -0.872 0.328 0.460 -0.243 -0.985 -0.818
H 0.799 0.462 -0.256 -0.105 -0.849 0.029
H 0.071 1.775 -1.852 -0.169 0.633 -0.305
H -0.701 -0.743 -2.509 0.361 -0.036 0.842
H -0.854 0.556 -3.569 1.066 0.937 0.203
H -3.158 1.065 -2.748 0.055 0.029 -0.372
H -2.829 -0.329 -1.702 -0.828 0.269 0.285
H -4.508 -0.115 -4.890 -0.221 0.068 0.516
H -3.430 -1.290 -5.587 0.338 -0.049 0.222
H -2.862 0.367 -5.212 0.118 -0.043 -0.288
Br 6.722 9.255 2.171 -1.043 -1.303 0.869
C 5.586 7.732 2.816 -1.712 -1.710 -1.165
C 4.922 7.004 1.571 1.653 0.662 -0.330
Br 4.113 5.276 1.998 0.131 0.657 0.159
H 4.776 7.900 3.526 0.098 1.461 -0.133
H 6.070 6.918 3.355 1.236 0.470 -0.332
H 5.738 6.786 0.882 0.081 -0.384 0.164
H 4.257 7.570 0.919 -0.434 0.189 0.794
Br -2.579 -3.689 -6.886 -0.240 -0.188 0.568
C -2.691 -4.126 -4.945 0.074 -0.120 -0.312
C -3.886 -4.993 -4.640 0.135 -0.338 -0.213
Br -3.807 -5.346 -2.666 -0.379 0.246 -1.148
H -2.800 -3.185 -4.406 0.430 -0.034 -0.123
H -1.756 -4.652 -4.754 -0.140 0.321 0.202
H -3.874 -5.958 -5.145 0.312 -0.020 0.281
H -4.796 -4.511 -4.997 -0.171 0.137 0.797
Br -3.329 2.485 2.346 -0.326 0.275 -0.158
C -5.097 2.196 1.583 -0.483 0.111 1.423
C -5.310 0.758 1.193 0.169 -0.743 -0.832
Br -4.600 -0.775 2.298 -0.316 1.222 -0.408
H -5.273 2.936 0.802 0.493 -0.545 -0.531
H -5.879 2.469 2.291 0.511 0.018 0.643
H -4.853 0.612 0.214 -0.198 -0.405 0.098
H -6.378 0.541 1.185 0.155 0.032 -0.293
Br -7.491 0.775 -3.464 0.133 -0.933 -1.359
C -7.536 -1.054 -4.338 -0.809 -0.416 1.650
C -8.275 -1.957 -3.314 0.365 0.296 -0.663
Br -7.345 -1.973 -1.613 -0.084 -0.397 0.006
H -6.535 -1.450 -4.510 0.108 0.531 0.232
H -8.088 -1.107 -5.277 -0.035 0.746 0.072
H -8.310 -2.977 -3.697 0.174 -0.033 0.120
H -9.303 -1.646 -3.127 0.227 0.205 -0.016
```
Forces are in eV/Å.

multiplicity = 1
structure (SMILES) = COCCNCCOC.COCCNCCOC.BrCCBr.BrCCBr.BrCCBr.BrCCBr
calculated total energy = -21791.97939 hartree
LUMO level = 0.28 eV
HOMO = -0.325 Eh

---

No. 3
C20H46BrNO8P | ωB97M-V/def2-TZVPD

The geometry in XYZ format:
```
77
Properties=species:S:1:pos:R:3:forces:R:3
C 4.264 -0.536 0.998 -0.582 -1.998 0.296
O 5.219 0.091 0.079 -0.316 0.733 2.674
C 5.850 1.294 0.632 0.257 1.841 -1.059
C 5.287 2.576 -0.283 -0.241 -0.231 0.223
C 4.012 3.188 0.551 0.324 0.507 0.349
C 3.176 4.364 -0.228 0.743 -0.017 -0.188
C 2.170 5.168 0.790 -0.783 0.153 -0.459
C 1.526 4.251 1.987 -0.832 0.390 0.332
C 0.470 3.099 1.490 -0.863 -0.395 -0.287
N -0.405 3.550 0.304 -0.098 -3.607 -1.165
P -0.841 2.027 -0.519 -1.408 2.895 3.923
O -2.321 2.270 -1.432 3.057 1.224 -1.525
Br 0.804 1.536 -2.038 0.772 -0.003 -1.335
H 4.343 -0.204 2.116 0.047 -0.278 -2.140
H 4.510 -1.704 0.988 -0.536 2.438 0.038
H 3.131 -0.456 0.663 2.380 0.235 0.446
H 5.569 1.553 1.736 0.303 -0.887 -1.926
H 7.041 1.244 0.600 -2.536 -0.256 -0.195
H 6.150 3.360 -0.496 -1.845 -1.404 0.707
H 4.915 2.210 -1.351 0.832 0.490 2.394
H 4.419 3.672 1.563 -0.701 -1.012 -2.090
H 3.318 2.292 0.903 1.317 1.871 -0.995
H 2.631 3.922 -1.192 0.887 0.854 2.385
H 3.972 5.136 -0.661 -1.551 -1.545 0.950
H 1.277 5.580 0.119 1.756 -1.051 1.606
H 2.659 6.140 1.276 -0.645 -2.234 -0.999
H 0.911 4.998 2.682 1.258 -1.506 -1.479
H 2.317 3.742 2.696 -1.314 1.073 -1.507
H -0.305 2.865 2.365 1.948 0.403 -1.279
H 1.021 2.073 1.236 -0.668 2.007 0.734
H -2.009 2.689 -2.304 -0.951 -0.626 1.686
C -4.882 -3.421 -6.760 0.221 0.456 0.128
O -4.707 -2.062 -6.396 -0.204 -0.296 0.105
C -5.951 -1.388 -6.204 0.718 0.278 0.051
C -5.757 -0.147 -5.328 -0.216 -0.312 0.335
O -5.685 -0.454 -3.929 0.147 -0.102 -0.521
C -4.469 -1.075 -3.490 0.137 0.464 0.238
C -3.288 -0.102 -3.430 -0.124 -0.340 -0.421
O -2.744 0.100 -4.736 -0.237 0.215 -0.132
C -2.040 1.326 -4.841 -0.002 -0.366 0.004
H -5.425 -3.499 -7.705 -0.109 -0.136 -0.042
H -3.894 -3.875 -6.878 -0.099 0.180 -0.001
H -5.413 -3.961 -5.969 -0.129 -0.085 -0.062
H -6.678 -2.057 -5.730 -0.045 0.022 0.039
H -6.320 -1.088 -7.190 -0.246 0.059 -0.042
H -6.642 0.487 -5.439 -0.014 -0.141 0.075
H -4.899 0.449 -5.646 0.113 -0.266 -0.076
H -4.241 -1.961 -4.083 0.134 0.124 -0.166
H -4.672 -1.420 -2.471 -0.036 0.180 -0.081
H -2.495 -0.522 -2.805 -0.064 0.088 0.278
H -3.622 0.853 -3.001 0.062 -0.223 0.025
H -2.714 2.168 -4.656 0.003 0.121 0.092
H -1.654 1.415 -5.860 -0.060 -0.126 0.109
H -1.201 1.350 -4.139 0.005 0.127 -0.010
C -0.222 -0.882 2.014 0.174 -0.100 -0.048
O 0.562 -1.583 2.965 -0.081 -0.059 0.474
C 0.985 -0.747 4.042 0.110 -0.774 -0.275
C 1.344 -1.593 5.266 -0.286 0.373 -0.060
O 0.194 -2.009 6.016 0.050 -0.322 -0.352
C -0.600 -3.041 5.414 0.233 -0.037 0.425
C 0.059 -4.421 5.484 0.116 0.380 -0.600
O 1.047 -4.551 4.461 0.225 -0.100 0.351
C 2.021 -5.534 4.777 -0.249 0.368 -0.255
H 0.355 -0.068 1.565 -0.213 0.064 -0.035
H -0.518 -1.583 1.229 0.150 0.066 0.123
H -1.130 -0.491 2.484 0.011 0.196 -0.064
H 0.192 -0.039 4.308 0.035 0.046 0.039
H 1.868 -0.195 3.704 0.057 0.241 0.141
H 1.924 -0.967 5.951 -0.175 0.013 -0.008
H 1.975 -2.445 5.006 -0.143 0.011 -0.232
H -0.889 -2.774 4.397 0.234 -0.142 -0.107
H -1.522 -3.077 6.006 0.155 0.001 0.063
H -0.693 -5.197 5.315 -0.184 -0.080 0.179
H 0.510 -4.562 6.475 -0.050 0.057 -0.049
H 2.557 -5.256 5.690 -0.006 -0.129 0.101
H 2.742 -5.579 3.956 -0.195 0.052 0.046
H 1.553 -6.515 4.894 0.064 -0.112 0.103
```
Forces are in eV/Å.

multiplicity = 1
calculated total energy = -4361.46246 hartree
total charge = -1
LUMO level = 2.50 eV
HOMO = -0.125 Eh